Record 1
C23H16O6PTi | ωB97M-V/def2-TZVPD

XYZ file:
```
47
Properties=species:S:1:pos:R:3
O -2.459 -0.932 -1.443
C -1.513 -0.587 -0.890
Ti 0.000 0.000 0.000
O 1.131 -2.778 0.087
C 0.699 -1.713 0.054
C -0.782 1.979 -0.049
O -0.201 2.965 0.324
C -0.918 -0.062 1.608
O -1.502 -0.124 2.597
C 0.752 0.518 -1.613
O 1.206 0.815 -2.626
H -1.815 2.075 -0.460
O 1.569 0.725 0.963
P 2.931 0.272 1.612
C 4.140 1.182 0.556
C 4.408 0.698 -0.736
C 5.317 1.363 -1.565
C 5.941 2.530 -1.122
C 5.665 3.027 0.156
C 4.775 2.350 0.998
C 2.842 0.948 3.334
C 2.407 2.259 3.575
C 2.332 2.747 4.883
C 2.693 1.931 5.960
C 3.132 0.626 5.732
C 3.208 0.135 4.428
C 3.327 -1.544 1.736
C 4.525 -2.044 1.194
C 4.873 -3.389 1.355
C 4.031 -4.250 2.059
C 2.841 -3.766 2.610
C 2.493 -2.417 2.458
H 3.928 -0.205 -1.093
H 5.532 0.971 -2.552
H 6.634 3.049 -1.769
H 6.141 3.938 0.492
H 4.574 2.752 1.979
H 2.120 2.894 2.748
H 1.988 3.753 5.067
H 2.631 2.304 6.977
H 3.413 -0.010 6.565
H 3.558 -0.877 4.288
H 5.213 -1.399 0.669
H 5.804 -3.760 0.944
H 4.306 -5.290 2.186
H 2.194 -4.434 3.162
H 1.579 -2.050 2.904
```

* 2S+1: 3
* E_LUMO (alpha / beta): -0.183 / -0.205 Eh
* ΔE to the lowest compared entry with this formula, charge and spin: 0.3486 eV
* M: 467.2 g mol⁻¹
* gap between HOMO and LUMO (alpha / beta): 6.37 / 5.67 eV
* max |F|: 8.345 eV/A
* HOMO level (alpha / beta): -11.35 / -11.24 eV
* energy: -68789.6962 eV
* net charge: +1

These are the Mulliken partial charges, in e, on atoms 1 to 8:
1. O -0.28
2. C 0.37
3. Ti -0.34
4. O -0.28
5. C 0.52
6. C 0.05
7. O -0.24
8. C 0.60

Record 2
C5H10N2O | ωB97M-V/def2-TZVPD

XYZ file:
```
18
Properties=species:S:1:pos:R:3
C 3.208 0.667 0.076
N 1.950 0.596 -0.166
N 1.366 -0.562 -0.148
C -0.252 -0.703 -0.167
O -0.548 -1.814 0.547
C -1.030 -0.258 -1.363
C -0.998 0.711 -0.122
C -2.119 0.731 0.938
H 3.750 1.499 -0.110
H 3.808 -0.143 0.423
H 1.805 -1.376 0.350
H -0.977 -2.501 0.053
H -2.028 -0.556 -1.630
H -0.408 0.017 -2.142
H -0.405 1.630 -0.331
H -2.541 -0.353 1.023
H -2.911 1.395 0.912
H -1.670 1.019 1.856
```

* 2S+1: 1
* E_LUMO: 0.028 Eh
* ΔE to the lowest compared entry with this formula, charge and spin: 4.3323 eV
* M: 114.1 g mol⁻¹
* gap between HOMO and LUMO: 8.70 eV
* SMILES: C=NN[C@]1(O)C[C@H]1C
* max |F|: 4.516 eV/A
* HOMO level: -7.95 eV
* energy: -10370.9729 eV
* net charge: 0

These are the Mulliken partial charges, in e, on atoms 1 to 8:
1. C -0.45
2. N -0.44
3. N -0.04
4. C 0.44
5. O -0.57
6. C -0.96
7. C 0.12
8. C -1.23

Record 3
C6H13ClNO7P2 | ωB97M-V/def2-TZVPD

XYZ file:
```
30
Properties=species:S:1:pos:R:3
C -1.397 2.656 -1.052
C -1.218 1.452 -2.114
C -0.249 0.249 -1.561
C 1.253 0.864 -1.694
N -0.650 -0.064 -0.162
Cl -2.331 -0.525 -0.261
C 0.191 -1.107 0.497
C 0.848 -2.200 -0.480
O 2.087 -2.516 -0.518
O 0.003 -2.919 -1.337
P 1.475 -0.160 1.590
O 0.833 1.378 2.057
O 2.988 -0.009 0.809
P -0.812 -2.130 1.794
O -1.583 -3.301 1.189
O 0.411 -2.848 2.790
O -1.720 -1.133 2.846
H -0.592 2.527 -0.246
H -1.127 3.643 -1.599
H -2.455 2.775 -0.645
H -2.191 1.067 -2.567
H -0.620 1.906 -2.998
H -0.420 -0.613 -2.314
H 1.433 1.370 -2.701
H 2.009 -0.011 -1.638
H 1.421 1.566 -0.792
H 0.347 1.210 2.904
H 3.381 0.826 1.175
H 0.707 -2.196 3.470
H -2.022 -1.757 3.559
```

* 2S+1: 1
* E_LUMO: 0.096 Eh
* M: 308.6 g mol⁻¹
* gap between HOMO and LUMO: 6.90 eV
* SMILES: CC[C@@H](C)N(Cl)[C@@](C(=O)[O-])(P(O)O)P(=O)(O)O
* max |F|: 7.729 eV/A
* HOMO level: -4.28 eV
* energy: -53355.6140 eV
* net charge: -1

These are the Mulliken partial charges, in e, on atoms 1 to 8:
1. C -0.81
2. C -0.66
3. C -0.10
4. C -0.98
5. N 0.02
6. Cl -0.15
7. C 0.82
8. C 0.18

Record 4
C5H13NO | ωB97M-V/def2-TZVPD

XYZ file:
```
20
Properties=species:S:1:pos:R:3
C 0.986 0.068 -2.349
C 1.410 -0.398 -0.909
C 0.171 -0.340 -0.061
C -0.334 0.722 0.564
C -1.574 0.777 1.366
N 0.360 1.962 0.642
H 0.059 -0.354 -2.735
H 1.746 -0.386 -2.994
H 0.862 1.146 -2.413
H 1.784 -1.418 -0.991
H 2.291 0.126 -0.545
H -0.392 -1.262 -0.076
H -2.123 -0.166 1.185
H -2.385 1.453 1.052
H -1.494 0.980 2.433
H -0.253 2.745 0.572
H 1.127 2.112 -0.005
O -0.898 -2.898 1.616
H -1.329 -2.288 2.193
H -0.014 -2.581 1.456
```

* 2S+1: 1
* E_LUMO: 0.034 Eh
* ΔE to the lowest compared entry with this formula, charge and spin: 1.3394 eV
* M: 103.2 g mol⁻¹
* gap between HOMO and LUMO: 9.02 eV
* SMILES: CC/C=C(/C)N.O
* max |F|: 2.662 eV/A
* HOMO level: -8.11 eV
* energy: -8932.6715 eV
* net charge: 0

These are the Mulliken partial charges, in e, on atoms 1 to 8:
1. C -0.98
2. C -0.89
3. C -0.46
4. C 0.43
5. C -1.36
6. N -0.53
7. H 0.32
8. H 0.35

Record 5
C25H40AlNO3P3 | ωB97M-V/def2-TZVPD

XYZ file:
```
73
Properties=species:S:1:pos:R:3
C 0.287 0.922 -4.855
C -0.474 1.468 -3.831
C -1.835 1.029 -3.725
C -2.239 -0.224 -4.333
C -1.359 -0.841 -5.242
C -0.137 -0.241 -5.528
C -3.425 -0.798 -3.852
C -4.045 -0.300 -2.698
C -3.546 0.960 -2.185
C -3.807 1.336 -0.824
C -4.856 0.697 -0.175
C -5.426 -0.479 -0.716
C -4.999 -1.000 -1.933
H 1.226 1.404 -5.129
H -1.664 -1.796 -5.676
H 0.555 -0.702 -6.235
H -3.814 -1.697 -4.317
H -5.232 1.108 0.760
H -6.164 -1.006 -0.114
H -5.363 -1.951 -2.325
N -2.744 1.701 -2.985
Al 0.296 -0.051 0.512
C 0.107 2.385 -2.764
H -0.717 2.937 -2.291
H 0.792 3.108 -3.236
C -2.885 2.320 -0.116
H -2.390 2.934 -0.880
H -3.481 2.981 0.536
P 1.048 1.535 -1.333
P -1.486 1.605 0.944
C -2.403 0.835 2.319
H -1.724 0.226 2.930
H -2.846 1.611 2.955
H -3.196 0.187 1.932
C -0.835 3.118 1.759
H -1.508 3.414 2.575
H 0.159 2.919 2.179
H -0.751 3.942 1.039
C 2.398 0.722 -2.246
H 3.044 1.471 -2.723
H 3.001 0.131 -1.548
H 1.993 0.055 -3.013
C 1.982 2.943 -0.604
H 2.515 2.594 0.292
H 2.719 3.312 -1.332
H 1.307 3.761 -0.322
H -0.573 -1.395 0.252
H -0.697 -1.098 -0.526
C 2.881 -4.069 0.366
C 1.944 -3.291 1.265
O 2.613 -2.071 1.738
P 1.868 -0.649 2.038
O 3.135 0.395 2.063
C 4.203 0.443 3.073
C 5.066 -0.789 3.103
O 1.422 -0.699 3.607
C 1.268 -1.790 4.561
C -0.026 -2.535 4.356
H 3.167 -3.491 -0.516
H 2.374 -4.975 0.020
H 3.784 -4.389 0.894
H 1.018 -2.997 0.745
H 1.683 -3.901 2.142
H 4.794 1.311 2.775
H 3.752 0.631 4.056
H 5.444 -1.016 2.101
H 5.924 -0.603 3.759
H 4.531 -1.656 3.502
H 2.133 -2.462 4.493
H 1.287 -1.307 5.542
H -0.027 -3.073 3.401
H -0.159 -3.252 5.173
H -0.884 -1.857 4.373
```

* 2S+1: 1
* E_LUMO (alpha / beta): -0.125 / -0.125 Eh
* ΔE to the lowest compared entry with this formula, charge and spin: 4.5609 eV
* M: 522.5 g mol⁻¹
* gap between HOMO and LUMO (alpha / beta): 4.35 / 4.09 eV
* max |F|: 3.569 eV/A
* HOMO level (alpha / beta): -7.75 / -7.49 eV
* energy: -68661.3526 eV
* net charge: +1

These are the Mulliken partial charges, in e, on atoms 1 to 8:
1. C -0.36
2. C 0.04
3. C -0.04
4. C 1.01
5. C -0.97
6. C -0.47
7. C -0.80
8. C 1.03

Record 6
C36H24F5KNP2STe | ωB97M-V/def2-TZVPD

XYZ file:
```
71
Properties=species:S:1:pos:R:3
K -0.045 -1.574 -2.220
F 1.734 -8.122 -1.948
C 0.927 -7.079 -2.201
C 1.443 -5.810 -2.379
F 2.768 -5.614 -2.288
C 0.600 -4.754 -2.652
F 1.175 -3.531 -2.831
C -0.792 -4.878 -2.773
S -1.840 -3.591 -3.188
C -1.272 -6.185 -2.561
F -2.586 -6.422 -2.628
C -0.445 -7.254 -2.291
F -0.958 -8.480 -2.111
Te -2.038 1.938 1.082
C -0.995 3.516 2.054
C -0.133 3.239 3.108
C 0.573 4.281 3.688
N 0.480 5.551 3.289
C -0.346 5.806 2.278
C -1.102 4.835 1.637
C -0.164 1.089 0.402
P -0.070 -0.697 0.579
C -1.684 -1.500 0.193
C -1.887 -2.800 0.666
C -3.058 -3.485 0.388
C -4.040 -2.893 -0.393
C -3.835 -1.623 -0.904
C -2.662 -0.934 -0.621
C -0.059 -0.804 2.414
C 1.170 -0.510 3.009
C 1.298 -0.421 4.385
C 0.189 -0.634 5.195
C -1.034 -0.937 4.618
C -1.161 -1.021 3.236
P 0.013 1.324 -1.390
C 1.799 0.904 -1.586
C 2.216 0.468 -2.840
C 3.525 0.062 -3.062
C 4.441 0.099 -2.022
C 4.043 0.551 -0.770
C 2.732 0.943 -0.552
C 0.057 3.161 -1.519
C -1.018 3.792 -2.141
C -1.085 5.177 -2.211
C -0.064 5.945 -1.670
C 1.016 5.325 -1.057
C 1.074 3.941 -0.978
H -0.005 2.224 3.464
H 1.246 4.094 4.519
H -0.396 6.844 1.960
H -1.747 5.101 0.808
H -1.115 -3.270 1.267
H -3.201 -4.488 0.770
H -4.947 -3.433 -0.631
H -4.586 -1.165 -1.536
H -2.512 0.047 -1.061
H 2.030 -0.344 2.369
H 2.255 -0.176 4.830
H 0.279 -0.560 6.272
H -1.902 -1.097 5.246
H -2.123 -1.242 2.796
H 1.503 0.463 -3.662
H 3.828 -0.283 -4.044
H 5.461 -0.228 -2.188
H 4.761 0.590 0.041
H 2.408 1.275 0.428
H -1.806 3.183 -2.568
H -1.936 5.655 -2.682
H -0.115 7.027 -1.719
H 1.807 5.924 -0.622
H 1.914 3.465 -0.488
```

* 2S+1: 1
* E_LUMO: 0.078 Eh
* M: 826.3 g mol⁻¹
* gap between HOMO and LUMO: 6.47 eV
* max |F|: 1.336 eV/A
* HOMO level: -4.35 eV
* energy: -105831.0465 eV
* net charge: -1

These are the Mulliken partial charges, in e, on atoms 1 to 8:
1. K 0.90
2. F -0.32
3. C 0.73
4. C -0.16
5. F -0.31
6. C 0.23
7. F -0.40
8. C 0.35

Record 7
C6H10O | ωB97M-V/def2-TZVPD

XYZ file:
```
17
Properties=species:S:1:pos:R:3
C 0.284 -1.190 0.690
C 0.628 0.083 0.466
C 2.078 0.479 0.354
C -0.460 1.103 0.220
C -1.647 0.317 -0.323
C -1.143 -0.846 -1.168
O -0.249 -0.750 -1.963
H -0.640 -1.451 1.196
H 0.978 -2.011 0.586
H 2.290 1.500 0.022
H 2.555 -0.210 -0.331
H 2.543 0.346 1.331
H -0.118 1.860 -0.500
H -0.708 1.618 1.146
H -2.334 -0.025 0.461
H -2.227 0.896 -1.044
H -1.829 -1.720 -1.144
```

* 2S+1: 1
* E_LUMO: 0.035 Eh
* ΔE to the lowest compared entry with this formula, charge and spin: 1.5173 eV
* M: 98.1 g mol⁻¹
* gap between HOMO and LUMO: 9.70 eV
* SMILES: C=C(C)CCC=O
* max |F|: 1.611 eV/A
* HOMO level: -8.74 eV
* energy: -8429.7230 eV
* net charge: 0

These are the Mulliken partial charges, in e, on atoms 1 to 8:
1. C -1.03
2. C 0.76
3. C -1.40
4. C -0.44
5. C -0.71
6. C 0.08
7. O -0.50
8. H 0.33

Record 8
C5H5FS2 | ωB97M-V/def2-TZVPD

XYZ file:
```
13
Properties=species:S:1:pos:R:3
C -0.997 0.159 1.538
C -1.389 -0.069 0.297
F -2.620 0.266 -0.101
C -0.646 -0.700 -0.784
C 0.676 -0.696 -0.992
C 1.731 0.044 -0.220
S 2.943 -0.728 0.507
S 1.650 1.797 -0.193
H -1.656 0.626 2.267
H -0.017 -0.145 1.863
H -1.265 -1.301 -1.462
H 1.125 -1.256 -1.797
H 0.465 2.001 -0.924
```

* 2S+1: 1
* E_LUMO: -0.025 Eh
* ΔE to the lowest compared entry with this formula, charge and spin: 0.8889 eV
* M: 148.2 g mol⁻¹
* gap between HOMO and LUMO: 8.29 eV
* SMILES: C=C(F)/C=C\C(=S)S
* max |F|: 1.447 eV/A
* HOMO level: -8.97 eV
* energy: -29652.2190 eV
* net charge: 0

These are the Mulliken partial charges, in e, on atoms 1 to 8:
1. C -0.73
2. C 0.50
3. F -0.27
4. C -0.19
5. C -0.45
6. C 0.02
7. S -0.20
8. S -0.11

Record 9
C11H22N3 | ωB97M-V/def2-TZVPD

XYZ file:
```
36
Properties=species:S:1:pos:R:3
C -0.095 1.585 0.207
N -0.064 0.115 0.233
C -1.145 -0.720 -0.015
C -2.595 -0.306 -0.027
C -3.402 -1.610 -0.012
C -3.043 0.466 -1.249
C -2.876 0.393 1.322
N -0.699 -1.946 -0.252
C 0.610 -1.869 -0.304
N 1.085 -0.674 -0.022
C 2.580 -0.195 0.052
C 3.333 -1.542 0.203
C 2.730 0.524 1.364
C 2.830 0.752 -1.172
H -1.108 1.741 -0.062
H 0.462 1.995 1.120
H 0.563 1.886 -0.708
H -4.404 -1.273 0.147
H -3.389 -2.074 -0.993
H -3.157 -2.233 0.796
H -4.011 0.101 -1.454
H -2.981 1.508 -1.184
H -2.464 0.027 -2.065
H -2.073 -0.025 2.047
H -2.935 1.510 1.172
H -3.712 0.038 1.820
H 1.001 -2.824 -0.641
H 3.364 -2.105 -0.687
H 4.396 -1.267 0.471
H 2.876 -2.079 1.016
H 2.426 1.584 1.434
H 2.256 0.029 2.155
H 3.845 0.719 1.640
H 2.838 1.819 -0.774
H 3.717 0.478 -1.850
H 1.897 0.674 -1.815
```

* 2S+1: 1
* E_LUMO: -0.114 Eh
* ΔE to the lowest compared entry with this formula, charge and spin: 0.3570 eV
* M: 196.3 g mol⁻¹
* gap between HOMO and LUMO: 11.29 eV
* SMILES: C[n+]1c(C(C)(C)C)ncn1C(C)(C)C
* max |F|: 3.898 eV/A
* HOMO level: -14.39 eV
* energy: -16225.9696 eV
* net charge: +1

These are the Mulliken partial charges, in e, on atoms 1 to 8:
1. C -0.86
2. N 0.07
3. C -0.23
4. C 2.11
5. C -2.19
6. C -1.75
7. C -1.48
8. N -0.44

Record 10
H2 | ωB97M-V/def2-TZVPD

XYZ file:
```
2
Properties=species:S:1:pos:R:3
H 0.000 0.000 0.466
H 0.000 0.000 -0.466
```

* 2S+1: 1
* E_LUMO: 0.075 Eh
* ΔE to the lowest compared entry with this formula, charge and spin: 0.4579 eV
* M: 2.0 g mol⁻¹
* gap between HOMO and LUMO: 15.50 eV
* max |F|: 4.002 eV/A
* HOMO level: -13.45 eV
* energy: -31.1312 eV
* net charge: 0

Per-atom Mulliken charges, elementary charge units:
1. H 0.00
2. H 0.00

Record 11
C5H9NO | ωB97M-V/def2-TZVPD

XYZ file:
```
16
Properties=species:S:1:pos:R:3
C 1.605 -0.432 0.354
C 0.411 -0.133 -0.176
C -1.930 -0.453 0.458
C -1.162 0.236 -1.943
C -0.839 -0.061 -0.531
N 2.612 0.488 0.715
O 2.567 0.878 2.154
H 1.974 -1.420 0.424
H -2.312 -1.466 0.426
H -2.881 0.187 0.309
H -1.845 -0.164 1.450
H -1.708 -0.721 -2.324
H -0.203 0.374 -2.298
H -1.763 1.035 -1.826
H 1.945 1.536 1.981
H 3.530 0.116 0.827
```

* 2S+1: 3
* E_LUMO (alpha / beta): 0.037 / -0.081 Eh
* ΔE to the lowest compared entry with this formula, charge and spin: 4.0075 eV
* M: 99.1 g mol⁻¹
* gap between HOMO and LUMO (alpha / beta): 6.34 / 6.81 eV
* max |F|: 7.094 eV/A
* HOMO level (alpha / beta): -5.34 / -9.01 eV
* energy: -8859.7687 eV
* net charge: 0

These are the Mulliken partial charges, in e, on atoms 1 to 8:
1. C -0.69
2. C -0.08
3. C -1.29
4. C -1.18
5. C 1.01
6. N -0.46
7. O -0.38
8. H 0.39

Record 12
C16H16ClINO5P | ωB97M-V/def2-TZVPD

XYZ file:
```
41
Properties=species:S:1:pos:R:3
C -3.346 -1.645 -0.197
C -4.482 -0.513 -0.518
Cl -5.674 -0.324 0.938
C -3.926 0.911 -1.094
C -2.347 1.229 -0.828
C -1.714 1.422 0.537
P -2.738 1.247 2.148
N -3.208 2.843 2.809
O -1.631 0.412 3.258
C -0.108 1.776 0.719
O 0.256 2.579 1.721
C 0.908 1.117 -0.409
C 0.238 0.916 -1.928
C 1.199 0.261 -3.086
C 2.745 -0.213 -2.732
C 3.390 -0.038 -1.201
C 4.928 -0.552 -0.837
C 4.952 -1.847 0.196
O 3.583 -2.414 0.323
C 3.348 -2.936 1.686
O 2.073 -3.172 2.036
C 2.450 0.658 -0.048
I 3.338 0.940 1.979
C -1.343 1.388 -2.157
O -1.737 1.851 -3.346
H -2.406 -1.272 0.388
H -3.062 -2.265 -1.178
H -3.871 -2.448 0.514
H -5.168 -0.972 -1.382
H -4.543 1.767 -0.534
H -4.186 1.049 -2.251
H -2.680 3.059 3.685
H -4.205 2.721 3.118
H -1.429 1.006 4.048
H 0.800 0.120 -4.193
H 3.412 -0.684 -3.576
H 5.611 0.295 -0.401
H 5.422 -0.940 -1.844
H 5.266 -1.498 1.278
H 5.708 -2.682 -0.132
H 4.177 -3.148 2.490
```

* 2S+1: 1
* E_LUMO: -0.065 Eh
* M: 495.6 g mol⁻¹
* gap between HOMO and LUMO: 6.56 eV
* SMILES: C[C@@H](Cl)CC1=C(P(N)O)C(=O)c2c(ccc(CCOC=O)c2I)C1=O
* max |F|: 8.831 eV/A
* HOMO level: -8.34 eV
* energy: -58475.4534 eV
* net charge: 0

These are the Mulliken partial charges, in e, on atoms 1 to 8:
1. C -0.98
2. C 0.18
3. Cl -0.18
4. C -0.89
5. C 0.41
6. C 0.21
7. P 0.38
8. N -0.64